No. 1
Density functional theory data (the ωB97M-V functional and the def2-TZVPD basis) for a cluster of 2 separate species, C19H45BFN4O3 in total at a distorted geometry.

Properties
**Gap between HOMO and LUMO**: 8.248 eV
**Strongest force on any atom**: 4.1 eV/A
**LUMO energy**: -2.52 eV
**Net charge**: +1
**HOMO energy**: -10.76 eV

Geometry (Å):
C 3.78501 -0.11482 -1.79069
C 2.90765 -1.44972 -1.29483
N 3.92204 -2.40682 -0.70856
C 3.30187 -3.69211 -0.20740
O 3.53476 -3.77886 1.24286
C 2.30823 -3.55513 2.02336
O 1.50053 -2.39998 1.60084
C 0.17286 -2.79408 1.10498
C -0.80884 -1.44705 0.97559
C -1.69489 -1.21816 2.34847
C -1.80048 -1.49696 -0.33368
C -0.97646 -1.30601 -1.77606
C -2.72047 -2.85017 -0.45160
B 2.82262 -3.19816 3.57997
N 3.36102 -1.75691 3.75164
O 2.81788 -4.16287 4.69843
C 4.21157 -4.92325 -0.88213
N 3.38034 -5.58794 -1.95700
F 4.50723 -5.98201 0.14514
H 3.29090 0.23088 -2.80190
H 3.63720 0.71300 -0.94416
H 4.92393 -0.36485 -1.91063
H 2.11585 -1.03736 -0.53785
H 2.31547 -1.90395 -2.19949
H 4.45661 -1.99886 0.08962
H 2.19775 -3.87830 -0.54672
H 1.61125 -4.48871 2.13397
H 0.17869 -3.26781 0.02276
H -0.34897 -3.56964 1.81092
H -0.14693 -0.46412 0.85167
H -1.98409 -0.06238 2.36443
H -1.05990 -1.39626 3.33279
H -2.70290 -1.83020 2.32629
H -2.52729 -0.55867 -0.25940
H 0.02916 -0.71124 -1.60561
H -0.79649 -2.37426 -2.25121
H -1.67262 -0.69909 -2.52837
H -3.68847 -2.62611 -1.10629
H -2.17787 -3.74991 -1.01676
H -3.07038 -3.18234 0.61612
H 2.57235 -1.10314 3.95366
H 3.81299 -1.43024 2.85852
H 2.99013 -3.63011 5.55352
H 5.24962 -4.54819 -1.28499
H 3.88735 -5.50071 -2.88050
H 3.24260 -6.60032 -1.70397
C -0.09492 2.15437 -0.43692
C -0.23755 3.52193 -1.08082
C -1.07202 4.56909 -0.33042
N -2.58441 4.30156 -0.17496
C -2.85768 3.16565 0.80140
C -3.25447 5.57973 0.39195
C -3.61339 6.39174 -0.82948
C -4.05621 5.35615 -1.83943
C -3.29403 4.07664 -1.52052
H -0.95897 1.52062 -0.64587
H 0.77249 1.63425 -0.85826
H 0.05218 2.22923 0.64418
H -0.57134 3.40057 -2.11558
H 0.77539 3.93982 -1.15948
H -0.97978 5.51910 -0.86972
H -0.67215 4.72131 0.67918
H -2.26911 3.33475 1.70645
H -2.60638 2.21815 0.33020
H -3.92674 3.15422 1.04095
H -4.16255 5.28096 0.92925
H -2.56557 6.07997 1.07908
H -2.74454 6.94365 -1.20183
H -4.40147 7.12076 -0.62042
H -3.86989 5.69046 -2.86478
H -5.13500 5.17362 -1.74956
H -2.56140 3.84687 -2.29356
H -3.97890 3.22872 -1.41680


No. 2
Density functional theory data (the ωB97M-V functional and the def2-TZVPD basis) for a structure of composition C19H45I2O5P2SiTb at a distorted geometry.

Properties
**<S²>**: 12.616
**Gap between HOMO and LUMO (spin up / spin down)**: 4.800 / 4.798 eV
**Strongest force on any atom**: 5.4 eV/A
**LUMO energy (spin up / spin down)**: -9.63 / -9.63 eV
**Net charge**: +2
**HOMO energy (spin up / spin down)**: -14.42 / -14.43 eV
**Spin multiplicity**: 7

Geometry (Å):
I -2.42337 0.33594 -4.96950
I 0.46807 0.56946 -5.13931
Tb -0.91825 0.51515 -1.95102
P -0.79159 -2.18498 -3.03945
C -1.22032 -3.22469 -1.60720
C -2.00026 -2.95652 -4.21401
H -1.77795 -4.03244 -4.30395
H 0.41538 -4.11848 -3.78028
H -1.90517 -2.45485 -5.18988
H 1.07249 -2.60880 -4.52966
H -2.29507 -3.11224 -1.38745
H -3.02190 -2.79513 -3.84822
C 0.69910 -3.06829 -3.60574
H -1.01601 -4.25428 -1.93702
H 1.48473 -3.02865 -2.83798
H -0.60534 -2.97535 -0.73437
P -1.00801 3.33709 -2.65773
C -1.20378 4.63528 -1.38293
C 0.42320 4.05006 -3.57245
H -2.20463 3.26983 -4.77781
H -2.16757 4.94044 -4.09956
H -3.31094 3.71732 -3.46677
C -2.30119 3.87419 -3.86353
H 0.62413 3.45163 -4.47219
H 0.20571 5.08881 -3.86382
H -1.40578 5.60032 -1.87717
H -0.27722 4.71920 -0.79917
H 1.32282 4.04007 -2.94793
H -2.03281 4.40228 -0.70396
C -2.85084 1.72219 -0.75546
O -3.64159 2.16528 -0.03934
C -1.35685 -4.15205 1.90466
C -1.05563 -2.68058 2.17570
C -2.29251 -1.86644 1.81834
C -0.66666 -2.47235 3.63994
O 0.09097 -2.30800 1.35860
Si 0.61035 -0.75140 1.06847
O -0.35196 -0.05401 -0.03599
O 0.65039 0.10802 2.48922
C 0.12734 1.39377 2.97858
C 0.09680 2.39793 1.84336
C -1.29653 1.17313 3.52063
C 1.07734 1.79576 4.10539
O 2.11610 -0.90268 0.40699
C 3.39552 -0.37559 0.88637
C 3.46962 1.13797 0.67796
C 3.55776 -0.73171 2.35478
C 4.47167 -1.03757 0.02539
H -2.19912 -4.47629 2.54799
H -0.49456 -4.79133 2.14311
H -1.65448 -4.31961 0.85513
H -3.13956 -2.20744 2.44579
H -2.12899 -0.79720 2.00708
H -2.54819 -2.01157 0.76154
H 0.17519 -3.13772 3.88108
H -0.37015 -1.42737 3.80299
H -1.50187 -2.71913 4.32101
H -0.50544 1.99312 1.01981
H -0.36066 3.33283 2.22216
H 1.10670 2.60021 1.47958
H -1.32756 0.35126 4.24876
H -1.59628 2.10292 4.02387
H -1.98820 0.98496 2.68732
H 1.05565 1.05980 4.93461
H 2.10947 1.92185 3.73948
H 0.76402 2.76618 4.52143
H 2.82242 1.67612 1.38202
H 4.51389 1.45918 0.84523
H 3.18889 1.39815 -0.35422
H 3.48992 -1.82389 2.48290
H 4.55277 -0.41137 2.71990
H 2.78851 -0.23988 2.97112
H 4.50408 -2.12136 0.18566
H 4.30675 -0.83266 -1.04200
H 5.45703 -0.62381 0.30315


No. 3
Density functional theory data (the ωB97M-V functional and the def2-TZVPD basis) for a structure of composition C19H46N3Na3O9 at a distorted geometry.

Properties
**<S²>**: 0.754
**Gap between HOMO and LUMO (spin up / spin down)**: 2.653 / 2.393 eV
**Strongest force on any atom**: 5.2 eV/A
**LUMO energy (spin up / spin down)**: -10.59 / -10.85 eV
**Net charge**: +3
**HOMO energy (spin up / spin down)**: -13.24 / -13.24 eV
**Spin multiplicity**: 2

Geometry (Å):
Na -3.37016 7.09837 -0.36552
Na -6.19197 5.26972 -1.72180
Na -2.78780 5.93856 -4.31296
O -3.39400 2.50298 -0.96124
C -3.36040 3.79743 -1.23812
O -3.80225 4.59710 -0.37203
O -3.46984 4.01106 -2.44435
H -3.49551 2.32893 -1.89985
C 4.90138 -3.06793 2.38690
O 4.63906 -1.68798 2.13389
C 3.90582 -0.95626 2.98172
C 2.44455 -0.52167 2.52420
N 1.61741 0.16382 3.40326
C 0.81899 1.25580 2.82105
C -0.26984 0.84780 1.74929
O -1.36444 0.39774 2.51703
C -2.62103 0.39942 1.78323
H 3.93617 -3.57306 2.42305
H 5.50589 -3.20360 3.28370
H 5.45589 -3.36888 1.49805
H 4.45272 -0.03284 3.17224
H 3.89270 -1.43425 3.96124
H 1.92870 -1.35839 2.05313
H 2.73936 0.06354 1.65315
H 0.88376 -0.40903 3.79530
H 1.39207 1.84925 2.10866
H 0.39767 1.79302 3.67074
H -0.03888 0.00692 1.09532
H -0.55978 1.62292 1.03990
H -3.25402 1.25243 2.02775
H -3.02535 -0.53596 2.17012
H -2.38386 0.30770 0.72330
C -0.38922 2.21493 -2.23636
O 0.82383 2.15867 -1.56857
C 1.92132 2.70707 -2.38820
C 3.36819 2.35215 -1.82370
N 3.88334 1.05190 -2.23901
C 5.26061 0.88450 -1.76143
C 5.68020 -0.54013 -1.34597
O 6.89249 -0.97444 -1.82171
C 8.02019 -0.37838 -1.12592
H -1.32811 2.01264 -1.72092
H -0.28626 1.46303 -3.01876
H -0.47633 3.21765 -2.65475
H 1.95098 3.79171 -2.49200
H 1.71749 2.26119 -3.36172
H 3.27811 2.28384 -0.73958
H 3.98582 3.15220 -2.23180
H 3.19081 0.33093 -2.09515
H 5.58595 1.47841 -0.90731
H 5.88875 1.42201 -2.47180
H 5.03069 -1.12161 -2.00028
H 5.41115 -0.80932 -0.32458
H 8.20330 -0.74574 -0.11616
H 7.96690 0.70987 -1.09474
H 8.88477 -0.56368 -1.76331
C -0.06290 -3.32690 0.40473
O -1.25271 -4.04162 0.27252
C -2.42745 -3.23007 0.28496
C -3.80277 -3.97751 0.15200
N -4.97569 -3.18258 -0.35133
C -5.65677 -2.46847 0.75143
C -6.60988 -1.39470 0.13052
O -5.87559 -0.26844 -0.43584
C -6.59883 0.54106 -1.28626
H 0.35947 -3.52360 -0.58067
H 0.58741 -3.73838 1.17667
H -0.12884 -2.23906 0.42317
H -2.46142 -2.38800 -0.40632
H -2.46875 -2.87503 1.31469
H -3.91600 -4.68163 0.97631
H -3.69025 -4.65250 -0.69643
H -4.76105 -2.35946 -0.89585
H -4.82167 -2.11781 1.35785
H -6.19347 -3.13760 1.42397
H -7.30492 -1.12716 0.92641
H -7.20675 -1.77746 -0.69734
H -7.24641 0.02638 -1.99608
H -6.08495 1.25153 -1.93377
H -7.38764 0.97519 -0.67193


no.,total energy (a.u.)
1,-1320.01493
2,-3518.84755
3,-2078.63293